[1]
DFT (ωB97M-V/def2-TZVPD) results for a single C8H11OPS molecule in a non-equilibrium geometry.

Properties
Gap between HOMO and LUMO (alpha / beta)   7.007 / 7.007 eV
HOMO level (alpha / beta)   -7.736 / -7.734 eV
ΔE to the lowest compared entry with this formula, charge and spin   3.428 eV
Net charge   0
Structure (SMILES)   CCC(C)=P(=S)c1ccoc1
M   186.2 g/mol

Each line ends with the Löwdin charge.
Positions of all 22 atoms, in Å:
C1 2.223 1.349 0.907  -0.084
C2 1.573 1.148 -0.481  -0.355
C3 0.614 0.034 -0.751  -0.478
C4 1.068 -1.369 -0.573  -0.171
P1 -1.065 0.552 -0.191  0.692
S1 -1.399 2.472 -0.340  0.227
C5 -3.069 0.029 -0.112  -0.322
C6 -3.723 -1.229 -0.224  -0.077
C7 -5.007 -0.903 0.005  -0.164
O1 -5.142 0.347 0.390  0.046
C8 -3.948 0.925 0.370  -0.199
H1 1.653 1.928 1.617  0.061
H2 3.145 1.940 0.868  0.075
H3 2.278 0.371 1.353  0.053
H4 2.401 0.929 -1.318  0.163
H5 0.934 1.915 -0.836  -0.020
H6 0.344 -1.996 -0.895  0.006
H7 1.830 -1.677 -1.302  0.081
H8 1.461 -1.715 0.531  0.138
H9 -3.139 -2.140 -0.517  0.127
H10 -5.741 -1.668 -0.013  0.119
H11 -3.968 1.903 0.690  0.081

***

[2]
DFT (ωB97M-V/def2-TZVPD) results for a molecular structure, C30H39N6O5OsPS3 in a non-equilibrium geometry.

Properties
Multiplicity   2
Gap between HOMO and LUMO (alpha / beta)   8.073 / 7.029 eV
<S²>   0.76
HOMO level (alpha / beta)   -9.895 / -9.901 eV
ΔE to the lowest compared entry with this formula, charge and spin   0.506 eV
Net charge   +1
M   881.1 g/mol

Each line ends with the Löwdin charge.
Positions of all 85 atoms, in Å:
Os1 0.294 0.087 1.787  0.958
C1 4.911 3.151 1.787  -0.071
C2 3.740 4.044 2.111  -0.254
O1 2.765 3.306 2.906  -0.307
P1 1.410 2.820 2.281  -0.068
S1 0.500 1.613 3.609  0.378
S2 1.544 1.810 0.584  0.446
O2 0.635 4.189 2.116  -0.293
C3 -0.688 4.220 1.529  -0.285
C4 -1.324 5.544 1.866  -0.052
H1 5.650 3.716 1.217  0.086
H2 4.592 2.294 1.194  0.061
H3 5.381 2.791 2.702  0.085
H4 3.259 4.430 1.211  0.110
H5 4.033 4.888 2.732  0.125
H6 -1.266 3.388 1.931  0.077
H7 -0.591 4.076 0.452  0.113
H8 -1.367 5.688 2.946  0.086
H9 -2.338 5.572 1.465  0.080
H10 -0.758 6.367 1.431  0.085
C5 -3.618 -0.050 -5.051  -0.057
O3 -2.604 -0.404 -4.121  -0.100
C6 -1.309 -0.342 -4.543  -0.232
C7 -0.906 0.026 -5.814  -0.012
C8 0.451 0.071 -6.124  -0.078
C9 1.390 -0.242 -5.163  -0.082
C10 0.989 -0.603 -3.879  -0.016
C11 -0.357 -0.661 -3.561  -0.173
N1 -0.884 -0.987 -2.283  0.138
C12 -0.183 -0.844 -1.096  -0.350
N2 0.858 -1.681 -0.990  0.170
C13 1.795 -1.841 0.047  -0.175
C14 1.651 -1.272 1.301  -0.315
C15 2.594 -1.609 2.284  -0.123
C16 3.656 -2.447 2.002  -0.077
C17 3.803 -2.997 0.731  -0.016
C18 2.863 -2.703 -0.240  -0.223
O4 2.870 -3.200 -1.511  -0.098
C19 3.932 -4.073 -1.873  -0.056
N3 -0.568 -0.051 -0.131  -0.043
C20 -1.546 0.962 -0.400  -0.206
C21 -1.608 1.687 -1.584  -0.018
C22 -2.576 2.666 -1.770  -0.066
C23 -3.475 2.956 -0.757  -0.068
C24 -3.382 2.296 0.464  -0.018
C25 -2.413 1.323 0.631  -0.252
O5 -2.167 0.663 1.798  -0.221
C26 -2.986 0.930 2.932  -0.057
H11 -3.619 -0.732 -5.904  0.101
H12 -3.488 0.976 -5.400  0.098
H13 -4.559 -0.134 -4.517  0.096
H14 -1.637 0.288 -6.565  0.108
H15 0.760 0.359 -7.119  0.109
H16 2.446 -0.198 -5.395  0.107
H17 1.742 -0.810 -3.131  0.106
H18 -1.854 -0.708 -2.213  0.132
H19 0.989 -2.306 -1.771  0.144
H20 2.491 -1.191 3.280  0.084
H21 4.377 -2.688 2.772  0.108
H22 4.638 -3.646 0.515  0.107
H23 3.752 -4.354 -2.906  0.096
H24 3.934 -4.966 -1.246  0.099
H25 4.895 -3.565 -1.795  0.100
H26 -0.878 1.512 -2.364  0.122
H27 -2.616 3.204 -2.708  0.111
H28 -4.233 3.715 -0.896  0.112
H29 -4.048 2.557 1.274  0.115
H30 -4.035 0.758 2.690  0.105
H31 -2.843 1.953 3.285  0.093
H32 -2.668 0.234 3.702  0.085
C27 -1.536 -5.298 0.762  -0.084
C28 -2.546 -4.385 1.464  -0.232
C29 -1.853 -3.344 2.284  -0.587
N4 -1.439 -2.228 1.813  0.055
N5 -0.771 -1.451 2.764  -0.179
C30 -0.703 -2.043 3.925  -0.697
N6 -0.132 -1.462 5.003  0.122
S3 -1.464 -3.580 3.969  1.150
H33 -2.053 -6.039 0.155  0.079
H34 -0.913 -5.826 1.485  0.078
H35 -0.883 -4.711 0.115  0.072
H36 -3.208 -4.973 2.101  0.108
H37 -3.160 -3.865 0.729  0.117
H38 0.418 -0.629 4.852  0.019
H39 0.045 -1.994 5.835  0.107

***

[3]
DFT (ωB97M-V/def2-TZVPD) results for a molecular structure, C20H21AsGeN3ReS5.

Properties
Gap between HOMO and LUMO   6.927 eV
HOMO level   -13.791 eV
ΔE to the lowest compared entry with this formula, charge and spin   0.000 eV
Net charge   +2
M   797.5 g/mol

Each line ends with the Löwdin charge.
Positions of all 52 atoms, in Å:
Re1 0.347 -1.086 -0.125  0.655
N1 -1.786 -0.875 0.109  -0.082
N2 -2.482 -0.032 -0.800  -0.016
C1 -1.780 0.704 -1.673  -0.736
N3 -2.425 1.524 -2.481  0.160
S1 -0.069 0.565 -1.747  0.638
H1 -2.194 -1.809 0.053  0.113
H2 -1.930 -0.533 1.059  0.133
H3 -3.477 0.075 -0.664  0.177
H4 -3.429 1.617 -2.492  0.141
H5 -1.899 2.073 -3.144  0.128
S2 0.308 -4.715 -2.970  -0.016
As1 1.422 -3.442 -4.491  0.422
S3 1.289 -3.148 -0.171  0.193
S4 -0.336 -3.607 -1.373  -0.069
S5 1.561 -1.605 -3.685  -0.053
C2 0.926 -0.189 1.240  -0.289
Ge1 3.524 -0.768 1.124  1.139
C3 4.281 -0.449 -0.615  -0.309
C4 5.586 -0.919 -0.794  -0.104
C5 6.272 -0.640 -1.967  -0.050
C6 5.664 0.109 -2.964  -0.048
C7 4.376 0.594 -2.785  -0.082
C8 3.688 0.320 -1.612  -0.166
C9 3.642 0.738 2.296  -0.336
C10 3.697 0.596 3.685  -0.094
C11 3.835 1.717 4.488  -0.053
C12 3.914 2.979 3.910  -0.044
C13 3.867 3.127 2.530  -0.054
C14 3.736 2.009 1.722  -0.098
C15 3.538 -2.542 1.841  -0.392
C16 2.848 -2.866 3.012  -0.125
C17 2.910 -4.151 3.522  -0.053
C18 3.664 -5.121 2.871  -0.042
C19 4.344 -4.813 1.701  -0.054
C20 4.274 -3.531 1.179  -0.140
H6 1.085 0.538 2.028  0.005
H7 6.090 -1.482 -0.016  0.104
H8 7.282 -1.003 -2.097  0.119
H9 6.202 0.326 -3.877  0.118
H10 3.910 1.191 -3.557  0.114
H11 2.691 0.721 -1.471  0.044
H12 3.662 -0.384 4.143  0.096
H13 3.893 1.608 5.562  0.118
H14 4.027 3.851 4.541  0.119
H15 3.947 4.110 2.086  0.116
H16 3.726 2.125 0.644  0.100
H17 2.247 -2.121 3.521  0.100
H18 2.375 -4.400 4.429  0.117
H19 3.716 -6.123 3.276  0.120
H20 4.923 -5.573 1.194  0.119
H21 4.783 -3.306 0.250  0.094

***

[4]
DFT (ωB97M-V/def2-TZVPD) results for 8 unconnected molecules or ions with the total composition C14H44O15 in a non-equilibrium geometry.

Properties
Gap between HOMO and LUMO   10.228 eV
HOMO level   -9.858 eV
ΔE to the lowest compared entry with this formula, charge and spin   0.650 eV
Net charge   0
Structure (SMILES)   OCCO.OCCO.OCCO.OCCO.OCCO.OCCO.OCCO.O
M   452.5 g/mol

Each line ends with the Löwdin charge.
Positions of all 73 atoms, in Å:
O1 6.442 9.818 8.073  -0.066
C1 6.973 10.302 6.835  -0.203
C2 8.268 9.717 6.325  -0.213
O2 8.260 8.298 6.069  -0.066
H1 6.144 8.933 8.053  0.082
H2 6.173 10.220 6.086  0.131
H3 7.268 11.311 7.136  0.104
H4 9.093 9.990 7.033  0.117
H5 8.575 10.151 5.346  0.135
H6 8.573 7.812 6.821  0.022
O3 8.024 9.434 10.230  -0.109
C3 7.789 9.511 11.637  -0.201
C4 7.948 8.099 12.167  -0.243
O4 6.775 7.344 11.867  -0.074
H7 7.245 9.717 9.714  0.064
H8 8.568 10.128 12.145  0.118
H9 6.819 9.923 11.899  0.132
H10 8.096 8.128 13.272  0.130
H11 8.882 7.667 11.717  0.120
H12 6.933 6.767 11.081  0.103
O5 9.566 15.596 10.581  -0.055
C5 8.383 15.011 11.136  -0.225
C6 7.490 15.894 12.027  -0.273
O6 8.240 16.694 12.851  -0.058
H13 10.237 15.662 11.238  0.062
H14 7.786 14.740 10.260  0.095
H15 8.597 14.037 11.670  0.126
H16 6.784 15.310 12.616  0.118
H17 6.771 16.567 11.462  0.136
H18 8.496 17.512 12.413  0.097
O7 11.455 8.030 14.539  -0.055
C7 11.852 9.186 13.892  -0.272
C8 12.313 8.851 12.468  -0.165
O8 11.532 7.670 12.037  -0.121
H19 11.118 7.415 13.893  0.061
H20 11.094 9.971 13.955  0.105
H21 12.719 9.624 14.420  0.121
H22 13.334 8.502 12.491  0.115
H23 12.190 9.724 11.851  0.096
H24 11.880 7.296 11.206  0.059
O9 12.031 7.830 9.399  -0.116
C9 12.202 7.244 8.097  -0.211
C10 11.125 6.210 7.853  -0.206
O10 9.815 6.794 7.990  -0.086
H25 11.431 8.617 9.394  0.060
H26 12.028 7.983 7.305  0.126
H27 13.209 6.760 8.031  0.135
H28 11.135 5.464 8.634  0.117
H29 11.256 5.884 6.810  0.133
H30 9.671 7.047 8.906  0.077
O11 12.253 13.785 8.125  -0.034
C11 13.534 13.529 8.527  -0.282
C12 13.759 13.717 10.035  -0.203
O12 13.058 14.915 10.465  -0.076
H31 11.956 14.501 8.645  0.057
H32 13.758 12.498 8.280  0.117
H33 14.310 14.164 8.020  0.126
H34 14.843 13.664 10.184  0.121
H35 13.317 12.932 10.612  0.091
H36 13.646 15.689 10.442  0.100
O13 10.396 10.083 9.251  -0.096
C13 10.654 11.447 9.391  -0.228
C14 9.480 12.199 9.877  -0.237
O14 8.423 12.148 8.961  -0.049
H37 9.440 9.884 9.350  0.053
H38 11.527 11.575 10.036  0.114
H39 10.912 11.833 8.387  0.124
H40 9.789 13.218 9.963  0.096
H41 9.162 11.805 10.847  0.118
H42 7.847 11.397 9.114  0.050
O15 5.832 13.641 9.055  -0.051
H43 6.771 13.488 9.006  -0.021
H44 5.495 13.362 8.201  0.034

***

[5]
DFT (ωB97M-V/def2-TZVPD) results for 2 unconnected molecules or ions with the total composition C5H10O2.

Properties
Gap between HOMO and LUMO   8.532 eV
HOMO level   -7.630 eV
ΔE to the lowest compared entry with this formula, charge and spin   5.406 eV
Net charge   0
Structure (SMILES)   C=C[C@@]1(O)C[C@@H]1O.[H][H]
M   102.1 g/mol

Each line ends with the Löwdin charge.
Positions of all 17 atoms, in Å:
C1 1.547 -0.536 0.969  -0.052
C2 0.212 -0.470 0.897  -0.253
C3 -0.494 -0.218 -0.341  -0.433
O1 0.212 -0.251 -1.543  -0.002
C4 -1.773 0.535 -0.436  -0.006
C5 -0.694 1.329 0.187  -0.287
O2 0.149 2.170 -0.478  0.030
H1 2.021 -0.840 1.886  0.050
H2 2.182 -0.256 0.131  0.064
H3 -0.430 -0.648 1.754  0.136
H4 0.940 -0.888 -1.459  0.090
H5 -2.603 0.215 0.184  0.120
H6 -2.018 0.842 -1.445  0.132
H7 -0.798 1.598 1.239  0.157
H8 0.537 1.630 -1.193  0.100
H9 0.743 -2.379 0.027  0.068
H10 0.087 -2.504 -0.314  0.085

***

[6]
DFT (ωB97M-V/def2-TZVPD) results for a molecular structure, C13H24Cl2F6NO7S2SbTi in a non-equilibrium geometry.

Properties
Multiplicity   3
Gap between HOMO and LUMO (alpha / beta)   8.466 / 8.796 eV
<S²>   2.01
HOMO level (alpha / beta)   -8.548 / -9.239 eV
ΔE to the lowest compared entry with this formula, charge and spin   0.432 eV
Net charge   0
M   725.0 g/mol

Each line ends with the Löwdin charge.
Positions of all 57 atoms, in Å:
Ti1 -0.272 0.139 0.042  0.564
Cl1 -2.369 -0.757 0.528  0.102
C1 -3.463 0.136 -2.532  -0.440
Cl2 -2.238 1.309 -2.347  0.580
H1 -4.363 0.290 -1.962  0.006
H2 -3.150 -0.827 -2.898  0.009
F1 4.474 1.651 -1.002  0.163
C2 4.184 0.368 -1.167  -0.696
F2 4.364 -0.275 -0.024  0.164
F3 4.960 -0.155 -2.099  0.170
S1 2.429 0.268 -1.704  0.662
O1 1.682 0.869 -0.586  -0.397
O2 2.300 0.920 -2.968  -0.231
N1 2.270 -1.317 -1.756  -0.264
S2 0.858 -1.862 -2.160  0.664
O3 -0.193 -0.893 -1.751  -0.475
O4 0.652 -3.220 -1.787  -0.223
C3 0.733 -1.797 -4.023  -0.675
F4 0.185 -0.663 -4.419  0.161
F5 -0.021 -2.810 -4.426  0.161
F6 1.948 -1.913 -4.537  0.162
C4 -0.306 -2.822 2.822  0.002
C5 0.732 -1.849 2.285  -0.489
C6 2.149 -2.242 2.673  0.013
O5 0.637 -1.770 0.840  -0.127
C7 0.433 -0.441 2.806  -0.534
O6 0.447 -0.186 3.979  0.130
O7 0.171 0.441 1.854  -0.240
H3 -0.011 -3.849 2.596  0.095
H4 -1.282 -2.617 2.386  0.061
H5 -0.373 -2.710 3.904  0.102
H6 2.328 -3.294 2.445  0.094
H7 2.287 -2.082 3.742  0.100
H8 2.874 -1.637 2.128  0.091
H9 0.491 -2.659 0.483  0.106
C8 1.359 4.521 1.665  -0.179
C9 -0.070 4.062 1.937  -0.415
Sb1 -0.905 2.905 0.373  1.437
C10 -0.972 4.351 -1.188  -0.438
C11 0.200 4.243 -2.163  -0.190
C12 -2.927 3.073 1.021  -0.425
C13 -3.161 2.435 2.389  -0.188
H10 1.739 5.142 2.478  0.070
H11 1.427 5.112 0.749  0.055
H12 2.035 3.670 1.561  0.067
H13 -0.748 4.910 2.056  0.059
H14 -0.119 3.455 2.841  0.054
H15 -0.997 5.331 -0.704  0.056
H16 -1.923 4.212 -1.703  0.035
H17 1.152 4.455 -1.673  0.061
H18 0.096 4.947 -2.991  0.071
H19 0.279 3.242 -2.594  0.047
H20 -3.549 2.603 0.259  0.037
H21 -3.157 4.141 1.042  0.056
H22 -2.941 1.368 2.370  0.027
H23 -4.202 2.554 2.700  0.070
H24 -2.539 2.893 3.160  0.061